No. 1
Below is a 8-piece molecular cluster, C4H24N2O9 overall in a non-equilibrium geometry, with properties calculated with ωB97M-V with the def2-TZVPD basis set.

Last column: Löwdin charge in e.
Geometry (Å):
O -0.68308 -0.75134 3.74937  -0.05
O -2.33477 0.22201 -2.42672  -0.07
O 0.87502 -2.83259 -2.33109  -0.08
O 3.52020 -0.30763 1.91835  0.02
O 1.64930 2.77894 0.78374  0.13
O 3.53149 -0.86451 -1.40801  -0.09
O -0.86138 -1.41235 -3.68427  -0.04
O -1.75888 2.06220 2.22257  -0.06
O -0.07981 4.07555 1.20972  0.03
N -1.36560 -0.43771 0.28490  -0.12
N -0.39318 2.21592 -0.25541  0.09
C 0.39030 3.10658 0.57588  -0.54
C -1.64906 -1.83873 0.52457  -0.13
C 0.06012 -0.11479 0.39882  -0.23
C 0.43870 1.02433 -0.57976  -0.19
H 0.04038 0.68690 -1.63187  0.13
H 2.71726 -0.19823 2.30413  -0.03
H -0.89557 2.30143 2.51338  0.02
H 2.57757 -0.86120 -1.57583  0.00
H -2.32410 2.84113 2.53650  0.12
H -1.17352 1.78827 0.28253  0.09
H 2.39698 3.24715 1.05282  0.12
H 3.33111 -0.48689 1.02680  -0.02
H 1.47161 -3.44367 -2.68419  -0.01
H -1.27536 -1.49118 3.88462  0.03
H 0.20350 0.20490 1.55790  0.14
H -1.32787 -0.03990 3.84083  0.03
H 1.51571 1.04734 -0.39879  0.10
H -0.78927 -2.50305 0.14649  0.10
H -2.29128 -2.38221 -0.18490  0.08
H -2.77551 0.97561 -2.78525  0.06
H 3.67909 -1.64643 -2.04856  0.09
H 0.83785 -0.84060 0.16535  0.10
H 0.09280 -2.55671 -2.88963  0.01
H -1.84981 0.08843 1.06046  0.10
H -1.66522 0.18518 -1.69530  0.03
H -1.81948 -2.19738 1.51377  0.05
H -1.68172 -0.96557 -3.43531  0.01
H -0.33451 -0.67918 -3.53861  0.00

Atoms 1-3, force components in eV/Å:
O -0.5 0.3 0.0
O 0.2 -2.0 0.0
O -1.6 2.0 1.4

The structure (SMILES) is CNCCNC(=O)O.O.O.O.O.O.O.O. The net charge is 0. For the lowest unoccupied orbital energy, the calculation gives 0.2 eV. The calculation puts the relative energy (zero: lowest compared OMol25 entry of this formula, charge and spin) at 108.46 kcal/mol. Its frontier orbital gap is 0.3603 Ha.



No. 2
Below is one molecule with the formula C4H7ClN2S in a non-equilibrium geometry, with properties calculated with ωB97M-V with the def2-TZVPD basis set.

Last column: Löwdin charge in e.
Geometry (Å):
Cl -2.89309 0.08300 -0.83730  0.51
S -0.22705 2.96834 -0.16255  0.67
N 1.16448 -1.49729 -0.07912  0.07
N 1.01267 0.72331 -0.85387  0.01
C 1.66369 -0.48442 -0.72327  -0.24
C -1.70466 -0.56787 0.37491  -0.60
C 0.01117 1.33032 -0.12939  -0.81
C -0.72493 0.44756 0.87871  -0.31
H 1.59750 1.39114 -1.32769  0.11
H 1.94278 -2.17446 -0.02154  0.06
H -1.12891 0.96527 1.76092  0.11
H -2.29744 -1.01403 1.24079  0.10
H 2.65466 -0.47735 -1.28701  0.15
H 0.10613 -0.28251 1.29919  0.13
H -1.17699 -1.41100 -0.13276  0.05

Atoms 1-3, force components in eV/Å:
Cl 0.2 -0.1 0.4
S 0.2 -1.1 -0.3
N 2.2 1.0 -0.9

The structure (SMILES) is [H]/N=C/NC(=S)CCCl. The net charge is 0. For the lowest unoccupied orbital energy, the calculation gives -0.2 eV. The calculation puts the relative energy (zero: lowest compared OMol25 entry of this formula, charge and spin) at 13.48 kcal/mol. Its frontier orbital gap is 0.3153 Ha.



No. 3
Below is C16H25Br30NO2P as an isolated structure in a non-equilibrium geometry, with properties calculated with ωB97M-V with the def2-TZVPD basis set.

Last column: Löwdin charge in e.
Geometry (Å):
Br -3.65110 -5.36410 9.45017  0.58
Br 4.59225 -2.33277 -5.34538  0.62
Br -2.58566 -3.83216 -0.62691  0.60
Br -7.55472 -9.30161 1.48222  0.58
Br -3.82431 4.65643 -3.11628  0.59
Br -6.44860 -0.21048 4.99521  0.67
Br 9.07405 3.49169 -5.67783  0.61
Br 6.48266 4.20952 -3.96374  0.73
Br -3.22678 6.42379 -0.53437  0.57
Br 3.59850 5.33725 0.52739  0.60
Br -8.53415 0.32185 2.64899  0.61
Br -1.02542 -3.55642 9.57402  0.58
Br 9.13068 5.95221 -3.65419  0.62
Br 2.29484 -0.14068 -5.00935  0.69
Br -5.87382 -7.75953 3.71038  0.56
Br -0.33496 -4.26412 3.97860  0.56
Br 1.34395 3.34818 1.59808  0.61
Br -2.24572 -2.22764 5.51358  0.57
Br 0.61478 6.36404 0.84876  0.60
Br -5.45563 -4.36986 5.81319  0.57
Br -1.53501 -1.56506 1.35436  0.55
Br 0.82134 -1.49360 5.05069  0.57
Br -1.11856 -6.10317 7.66190  0.58
Br -7.59497 -3.83186 3.51343  0.60
Br -6.12575 -6.54029 0.78601  0.54
Br 3.16871 -1.10427 -7.91499  0.62
Br -3.31661 3.25684 -0.29543  0.55
Br -3.54842 -0.81163 -0.99143  0.60
Br -5.40896 0.29803 2.02348  0.57
Br -4.48215 -3.71235 2.84320  0.59
P 4.12215 3.16686 -3.14004  0.90
O 0.59500 2.23090 -1.84048  -0.08
O -0.51114 2.46378 -3.79456  0.13
N 5.49372 2.18931 -2.79574  -0.36
C -5.83792 -3.42616 4.18096  -1.63
C 5.91525 -0.11905 -2.16591  -0.07
C -2.90496 4.75328 -1.43065  -1.66
C 2.91097 2.90276 -1.80995  -0.31
C -0.62245 0.30229 -2.73805  -0.01
C 1.92680 1.70680 -1.99949  -0.23
C -6.98692 -7.58888 2.15005  -1.65
C 8.06981 4.91121 -4.86399  -1.58
C -0.45448 -2.90813 5.33904  -1.62
C -2.99429 -2.17250 0.25470  -1.66
C -2.13516 -4.68508 8.47867  -1.66
C -0.20965 1.73781 -2.88522  -0.51
C 2.96550 -1.61073 -6.07705  -1.59
C -6.77647 0.69755 3.32456  -1.59
C 1.95798 5.17318 1.52735  -1.61
C 5.25038 0.78513 -3.21660  -0.33
H 5.72312 0.23443 -1.15438  0.08
H 5.61384 -1.15134 -2.29002  0.07
H 1.97497 1.20416 -2.97270  0.00
H -7.87474 -7.05158 2.45012  -0.04
H -1.84624 4.70197 -1.64203  -0.04
H -1.19039 0.12432 -1.82755  0.01
H -6.72777 1.75753 3.52560  -0.03
H -2.52074 -4.06827 7.67834  -0.11
H 3.49242 2.74157 -0.90845  0.05
H 5.61424 2.26802 -1.78878  0.09
H 5.75835 0.56751 -4.15067  0.11
H 0.28903 -0.28871 -2.65052  0.07
H 2.22009 -2.39171 -6.03500  -0.02
H 2.17352 5.47852 2.54095  -0.03
H -5.81886 -2.36482 4.41190  -0.18
H -1.22330 0.00460 -3.58747  0.10
H 2.08264 1.02585 -1.16607  0.13
H 7.73844 5.56855 -5.65524  -0.02
H 4.48664 4.49934 -3.03260  -0.06
H 2.31268 3.80820 -1.75162  0.08
H -3.83192 -2.35940 0.91438  -0.16
H 6.98931 -0.03518 -2.32071  0.09
H 3.59815 2.99824 -4.42425  0.06
H -0.20187 -3.37876 6.27994  -0.06
H 4.19619 0.54000 -3.25657  0.01

Atoms 1-3, force components in eV/Å:
Br 0.1 0.0 0.0
Br 0.0 0.1 0.0
Br 0.0 0.1 0.0

The net charge is +1. For the lowest unoccupied orbital energy, the calculation gives -3.0 eV. Its frontier orbital gap is 0.3016 Ha.



No. 4
Below is an isolated ion of composition C5H8N and charge +1 in a non-equilibrium geometry, with properties calculated with ωB97M-V with the def2-TZVPD basis set.

Last column: Löwdin charge in e.
Geometry (Å):
N 0.39453 0.99882 0.02535  0.07
C -2.03086 -0.04576 -0.10176  0.16
C -0.60409 -0.17839 -0.03256  -0.14
C 2.41284 -0.32016 0.12033  -0.07
C 1.63913 0.84140 0.02364  -0.26
C -3.29130 0.16753 -0.04772  0.16
H 2.95898 -0.34802 1.00263  0.08
H -3.98148 -0.57964 0.29188  0.12
H -0.23467 -0.87378 -0.92765  0.19
H 2.24087 1.83786 -0.18038  0.18
H 3.24100 -0.44452 -0.64394  0.13
H 1.80909 -1.27262 -0.03282  0.11
H -3.97515 0.97543 -0.36207  0.15
H -0.57890 -0.75815 0.86505  0.14

Atoms 1-3, force components in eV/Å:
N -2.8 0.9 -0.1
C -0.2 2.4 -0.3
C 1.7 -1.4 -3.0

The net charge is +1. For the lowest unoccupied orbital energy, the calculation gives -7.0 eV. The calculation puts the relative energy (zero: lowest compared OMol25 entry of this formula, charge and spin) at 128.59 kcal/mol. Its frontier orbital gap is 0.2638 Ha.



No. 5
Below is C42H46Cl3CoN4O as an isolated structure in a non-equilibrium geometry, with properties calculated with ωB97M-V with the def2-TZVPD basis set.

Last column: Löwdin charge in e.
Geometry (Å):
Co 0.71531 -0.01690 0.80161  0.73
Cl -2.39848 2.44503 0.24629  0.78
Cl -6.59025 -0.87251 0.26438  0.66
Cl -1.71291 -2.74169 -1.03556  0.80
O -0.83010 -0.04856 -0.46980  -0.12
N 0.73148 -1.91525 1.10497  0.07
N -0.36250 0.19696 2.36473  0.07
N 2.16611 -0.23078 -0.43525  0.07
N 1.01123 1.87824 0.74532  0.06
C -0.29461 -2.62576 1.67157  -0.26
C -1.52648 -5.93673 0.92820  -0.08
C 1.35368 2.55126 -0.39952  -0.20
C 6.29573 -1.76865 -0.75934  -0.08
C -0.01577 -4.04566 1.59626  -0.14
C 4.42094 0.98397 -3.14936  -0.18
C 4.04211 -0.99322 -1.53299  -0.13
C 2.56467 0.68582 -1.35427  -0.20
C 2.07192 -5.39140 0.90994  -0.18
C 5.21808 -1.85954 -1.84824  -0.19
C 2.87597 5.44932 -1.27018  -0.08
C 1.14550 3.97104 -0.21293  -0.13
C 3.71487 0.22538 -2.07132  -0.12
C 2.02163 1.97098 -1.45026  0.08
C -0.91330 -5.13872 2.08672  -0.18
C -4.19571 -0.78151 4.41499  -0.07
C -4.07668 -1.67330 -0.33712  -0.14
C -0.29836 1.65883 6.54729  -0.08
C -1.28469 -2.04846 2.43183  0.07
C -1.18585 -0.73479 2.90192  -0.21
C -3.00887 0.84884 0.07145  -0.58
C -1.77138 -0.25772 4.11864  -0.12
C 3.03688 -1.28239 -0.55192  -0.20
C -1.02212 5.74363 1.83335  -0.09
C 5.38314 2.03889 -2.58448  -0.08
C 0.09171 2.52831 2.88490  0.06
C 2.81997 -2.51984 0.03100  0.07
C -4.89032 -0.62525 0.05317  -0.69
C -1.43841 1.85442 5.54004  -0.19
C -1.24953 0.98994 4.33497  -0.13
C 1.66534 -2.82746 0.72524  -0.20
C 0.63971 2.81982 1.64831  -0.24
C -0.40776 1.28079 3.21086  -0.20
C 2.14888 -5.90320 -0.53340  -0.08
C -2.10366 -0.18740 -0.29077  -0.46
C 0.47656 5.42049 1.80272  -0.19
C -4.36265 0.64113 0.24421  -0.15
C -2.77320 -0.98954 4.95394  -0.19
C -2.72503 -1.44922 -0.50089  -0.56
C 1.40463 5.00990 -1.25766  -0.18
C 1.23233 -4.16299 1.07078  -0.12
C 0.77511 4.14263 1.08312  -0.14
H -2.27683 -6.63594 1.29891  0.07
H 0.76730 5.87714 -1.07615  0.11
H 6.23516 1.56393 -2.09709  0.07
H -1.71579 -4.71350 2.68917  0.10
H -1.19901 6.68696 2.35236  0.07
H 1.00668 6.24044 1.31441  0.11
H 3.16579 5.85293 -0.29950  0.08
H -1.99976 -5.26188 0.21488  0.04
H 0.85510 5.34917 2.82542  0.11
H 3.53173 -3.30702 -0.17394  0.11
H -4.48940 -2.65435 -0.52580  0.10
H -4.46971 0.27222 4.47993  0.08
H 3.68309 1.47661 -3.78694  0.11
H 4.89910 -2.89964 -1.95478  0.11
H 2.56185 -5.14560 -1.19940  0.06
H -4.91613 -1.36138 4.99369  0.07
H 5.75931 2.68240 -3.38132  0.07
H -0.34408 -5.81630 2.72866  0.11
H 7.16140 -2.38104 -1.01590  0.07
H -2.07836 -2.65844 2.83836  0.11
H 2.27272 2.56909 -2.31534  0.12
H -1.48434 2.90716 5.25322  0.11
H 4.87416 2.66262 -1.84942  0.06
H 1.13894 4.61292 -2.23942  0.11
H 2.78683 -6.78636 -0.59439  0.07
H 0.65988 1.92323 6.09786  0.07
H -2.53864 -2.05583 4.97286  0.11
H -0.75476 -6.50169 0.40491  0.06
H -2.71816 -0.63791 5.98559  0.11
H -5.00411 1.46903 0.51105  0.10
H 4.98103 0.28858 -3.77603  0.10
H 5.64729 -1.55267 -2.80323  0.10
H -0.23676 0.61685 6.86391  0.08
H 3.08182 -5.17571 1.26899  0.11
H 1.16019 -6.17161 -0.90586  0.07
H 6.62605 -0.73587 -0.64289  0.07
H 3.52427 4.59941 -1.48345  0.05
H -1.41477 5.83282 0.81958  0.07
H -2.38770 1.60195 6.01478  0.11
H -0.44629 2.27938 7.43234  0.07
H -1.58289 4.95909 2.34232  0.06
H -4.26240 -1.07962 3.36744  0.07
H 3.04254 6.21321 -2.03097  0.07
H -0.09857 3.34388 3.56989  0.11
H 1.66860 -6.18189 1.54664  0.11
H 5.90660 -2.10844 0.20099  0.07

Atoms 1-3, force components in eV/Å:
Co -1.0 -0.1 -0.4
Cl 0.3 0.3 0.1
Cl -0.2 -0.1 0.0

The net charge is 0. For the lowest unoccupied orbital energy (alpha / beta), the calculation gives -1.0 / -1.4 eV. Its frontier orbital gap (alpha / beta) is 0.2092 / 0.1984 Ha.



Respective DFT total energy values: -953.3768 -1124.4816 -78391.2447 -249.6202 -4685.7443 a.u..